No. 1
DFT (ωB97M-V/def2-TZVPD) results for an isolated molecule of C6H13N.

Element x y z (Å)
C1 2.616 -0.462 -0.149
C2 1.097 -0.594 -0.276
C3 0.447 0.782 -0.161
N1 -0.999 0.818 -0.472
C4 -1.307 1.260 -1.703
C5 -1.885 0.434 0.448
C6 -1.607 -0.457 1.615
H1 2.893 0.052 0.779
H2 3.034 0.114 -0.983
H3 3.104 -1.441 -0.143
H4 0.829 -1.036 -1.242
H5 0.716 -1.264 0.503
H6 0.927 1.459 -0.872
H7 0.586 1.196 0.842
H8 -2.353 1.252 -1.983
H9 -0.603 1.904 -2.210
H10 -2.918 0.620 0.171
H11 -2.392 -0.309 2.365
H12 -1.620 -1.530 1.356
H13 -0.651 -0.256 2.113

The frontier orbital gap comes out at 7.4 eV. For the HOMO energy, the calculation gives -0.2321 Ha.

These are the natural (NBO) partial charges, in e, on atoms 1 to 6:
1 C -0.61
2 C -0.41
3 C -0.21
4 N -0.23
5 C -0.41
6 C -0.12


No. 2
DFT (ωB97M-V/def2-TZVPD) results for a structure of composition C8H5NO4Ti in a non-equilibrium geometry.

Element x y z (Å)
Ti1 0.002 -1.543 1.623
O1 3.461 0.117 0.492
C1 2.315 -0.132 0.710
O2 1.827 -0.951 1.662
C2 1.161 0.501 -0.046
C3 1.210 1.555 -0.938
C4 -0.002 2.064 -1.398
C5 -1.212 1.556 -0.934
C6 -1.162 0.502 -0.044
N1 0.000 -0.003 0.310
C7 -2.311 -0.129 0.714
O3 -3.457 0.127 0.501
O4 -1.824 -0.952 1.663
H1 2.167 1.965 -1.229
H2 -0.003 2.891 -2.098
H3 -2.171 1.966 -1.220
C8 0.000 -2.921 0.381
H4 0.911 -3.307 -0.074
H5 -0.911 -3.306 -0.075

The frontier orbital gap comes out at 7.6 eV. For the HOMO energy, the calculation gives -0.3108 Ha.

These are the natural (NBO) partial charges, in e, on atoms 1 to 6:
1 Ti 1.45
2 O -0.54
3 C 0.77
4 O -0.75
5 C 0.10
6 C -0.19


No. 3
DFT (ωB97M-V/def2-TZVPD) results for a structure of composition C38H48BrN7OSSbTeTi.

Element x y z (Å)
Ti1 0.286 -0.520 0.117
Br1 -5.100 -4.746 3.253
C1 -3.613 -3.942 2.419
C2 -2.414 -4.659 2.304
C3 -1.310 -4.087 1.716
C4 -1.372 -2.769 1.244
O1 -0.318 -2.193 0.713
C5 -2.592 -2.077 1.294
C6 -2.774 -0.860 0.565
N1 -1.872 -0.208 -0.097
C7 -2.288 0.839 -0.971
C8 -3.574 1.274 -1.166
C9 -3.863 2.275 -2.112
C10 -2.870 2.831 -2.864
C11 -1.535 2.401 -2.694
C12 -0.459 2.940 -3.439
C13 0.801 2.480 -3.219
C14 1.001 1.482 -2.248
N2 0.028 0.939 -1.549
C15 -1.250 1.406 -1.747
C16 -3.712 -2.678 1.902
H1 -2.360 -5.670 2.685
H2 -0.378 -4.630 1.632
H3 -3.804 -0.518 0.522
H4 -4.400 0.869 -0.601
H5 -4.888 2.596 -2.236
H6 -3.085 3.600 -3.595
H7 -0.653 3.718 -4.167
H8 1.654 2.875 -3.750
H9 2.002 1.118 -2.053
H10 -4.651 -2.141 1.942
C17 0.655 -3.436 -1.585
N3 0.380 -1.987 -1.918
C18 -0.978 -1.960 -2.545
N4 -1.081 -2.816 -3.710
C19 -0.776 -4.193 -3.311
N5 0.566 -4.298 -2.746
C20 1.536 -3.860 -3.747
N6 1.277 -2.477 -4.153
C21 1.362 -1.621 -2.987
C22 -0.080 -2.393 -4.694
H11 -0.080 -3.762 -0.856
H12 1.647 -3.506 -1.147
H13 -1.204 -0.935 -2.842
H14 -1.701 -2.287 -1.795
H15 -0.852 -4.841 -4.185
H16 -1.506 -4.520 -2.568
H17 1.471 -4.507 -4.621
H18 2.541 -3.930 -3.329
H19 1.157 -0.603 -3.309
H20 2.363 -1.672 -2.559
H21 -0.155 -3.033 -5.574
H22 -0.285 -1.362 -4.992
C23 1.315 -3.562 3.752
C24 0.338 -2.450 4.133
Sb1 0.829 -0.607 3.149
C25 2.928 -0.549 3.535
C26 3.265 -0.535 5.022
C27 0.125 0.841 4.578
C28 -0.188 0.263 5.955
H23 0.961 -4.528 4.116
H24 2.298 -3.388 4.190
H25 1.462 -3.642 2.674
H26 0.361 -2.257 5.205
H27 -0.689 -2.702 3.871
H28 3.300 0.341 3.026
H29 3.360 -1.416 3.034
H30 2.885 0.360 5.515
H31 4.346 -0.552 5.165
H32 2.854 -1.404 5.541
H33 -0.750 1.326 4.148
H34 0.910 1.597 4.626
H35 -0.999 -0.464 5.914
H36 -0.499 1.062 6.630
H37 0.678 -0.225 6.403
S1 2.718 -0.460 0.012
C29 2.969 -2.074 0.421
N7 3.141 -3.170 0.744
C30 1.132 7.040 -2.581
C31 0.921 5.850 -1.685
C32 1.985 5.065 -1.269
C33 1.806 3.962 -0.437
C34 3.029 3.214 0.022
C35 0.510 3.629 -0.017
Te1 0.202 1.996 1.319
C36 -0.570 4.456 -0.363
C37 -1.952 4.256 0.201
C38 -0.346 5.537 -1.208
H38 2.125 7.031 -3.026
H39 1.027 7.968 -2.017
H40 0.394 7.066 -3.384
H41 2.989 5.317 -1.594
H42 3.916 3.564 -0.504
H43 2.943 2.139 -0.126
H44 3.185 3.362 1.093
H45 -2.319 3.244 0.039
H46 -2.654 4.959 -0.247
H47 -1.947 4.422 1.280
H48 -1.185 6.170 -1.481

The frontier orbital gap comes out at 6.3 eV. For the HOMO energy, the calculation gives -0.3748 Ha. As for the charge: +1.

These are the Mulliken partial charges, in e, on atoms 1 to 6:
1 Ti -0.35
2 Br -0.15
3 C -0.45
4 C -0.67
5 C -0.51
6 C -0.53


No. 4
DFT (ωB97M-V/def2-TZVPD) results for a cluster of 2 separate species, C10H13O3 in total in a non-equilibrium geometry.

Element x y z (Å)
C1 -0.032 3.022 -0.747
C2 0.067 1.972 0.314
C3 1.526 3.187 -1.352
O1 1.590 3.255 -2.553
O2 2.515 3.232 -0.551
H1 -0.779 2.670 -1.513
H2 -0.202 4.075 -0.465
H3 1.167 1.832 0.403
H4 -0.462 1.050 0.009
H5 -0.317 2.247 1.226
C4 -2.511 -1.836 -0.882
C5 -1.207 -1.185 1.221
C6 -1.257 -1.646 -0.070
C7 0.097 -0.973 1.805
C8 0.006 -2.076 -0.690
C9 1.234 -1.504 1.210
C10 1.229 -2.096 -0.026
O3 2.310 -1.570 2.037
H6 -2.132 -1.062 1.844
H7 0.099 -0.377 2.762
H8 -2.494 -1.308 -1.819
H9 -3.300 -1.306 -0.230
H10 0.133 -2.100 -1.773
H11 2.199 -2.558 -0.430
H12 3.106 -2.089 1.415
H13 -2.585 -2.857 -1.144

The frontier orbital gap comes out at 6.4 eV. For the HOMO energy, the calculation gives -0.1301 Ha. As for the charge: -1.

These are the natural (NBO) partial charges, in e, on atoms 1 to 6:
1 C -0.54
2 C -0.65
3 C 0.78
4 O -0.76
5 O -0.82
6 H 0.18


No. 5
DFT (ωB97M-V/def2-TZVPD) results for a structure of composition C15H35CrNO12S3 in a non-equilibrium geometry.

Element x y z (Å)
Cr1 -0.702 -1.723 1.688
O1 -2.757 -3.970 -0.881
C1 -2.070 -3.160 -0.106
O2 -0.825 -3.007 -0.130
O3 -2.577 -2.439 0.791
H1 -2.091 -4.396 -1.450
O4 0.154 1.316 -0.650
C2 -0.213 0.381 0.182
O5 0.575 -0.539 0.555
O6 -1.335 0.321 0.761
H2 -0.444 2.078 -0.550
C3 3.626 -2.229 1.234
S1 2.391 -3.468 1.632
O7 1.029 -2.789 1.703
C4 2.361 -4.365 0.052
H3 3.292 -1.644 0.377
H4 4.549 -2.771 1.030
H5 3.802 -1.537 2.056
H6 1.525 -4.076 -0.589
H7 2.078 -5.399 0.260
H8 3.301 -4.300 -0.489
C5 1.716 2.408 2.048
S2 1.742 2.480 3.899
O8 0.713 1.560 4.493
C6 3.462 1.935 4.128
H9 0.681 2.687 1.856
H10 1.949 1.408 1.684
H11 2.356 3.155 1.583
H12 3.875 2.122 5.112
H13 4.156 2.240 3.343
H14 3.403 0.864 3.888
C7 -4.260 -2.557 3.735
S3 -3.398 -0.922 3.769
O9 -2.136 -1.089 2.982
C8 -4.512 0.026 2.710
H15 -5.310 -2.250 3.674
H16 -4.097 -3.134 4.636
H17 -4.144 -3.006 2.749
H18 -5.505 0.074 3.148
H19 -4.534 -0.299 1.671
H20 -3.997 0.989 2.730
C9 0.515 5.296 -0.707
O10 0.621 4.102 -0.914
N1 -0.585 5.927 -0.204
C10 -0.696 7.335 -0.249
C11 -1.714 5.145 0.237
H21 1.306 5.985 -1.044
H22 -0.958 7.839 0.685
H23 -1.492 7.612 -0.959
H24 0.159 7.845 -0.694
H25 -1.792 5.168 1.328
H26 -2.606 5.592 -0.206
H27 -1.670 4.095 -0.033
O11 -0.873 -2.390 -4.425
C12 0.205 -2.283 -3.919
O12 1.354 -2.725 -4.493
C13 1.229 -3.285 -5.794
C14 1.181 -2.305 -6.945
C15 0.499 -1.612 -2.632
H28 0.331 -3.909 -5.846
H29 2.041 -3.983 -5.992
H30 0.258 -1.719 -7.020
H31 1.106 -2.903 -7.854
H32 1.966 -1.560 -6.811
H33 1.148 -0.742 -2.753
H34 1.059 -2.219 -1.920
H35 -0.418 -1.283 -2.152

The frontier orbital gap (alpha / beta) comes out at 6.1 / 8.0 eV. The expectation value of S² is 3.86. As for the spin multiplicity: 4. For the HOMO energy (alpha / beta), the calculation gives -0.3966 / -0.3965 Ha. As for the charge: +1.

These are the natural (NBO) partial charges, in e, on atoms 1 to 6:
1 Cr 1.66
2 O -0.63
3 C 0.98
4 O -0.70
5 O -0.71
6 H 0.51


Which formula does entry 1 have? C6H13N


Copy entry 2 word for word.
DFT (ωB97M-V/def2-TZVPD) results for a structure of composition C8H5NO4Ti in a non-equilibrium geometry.

Element x y z (Å)
Ti1 0.002 -1.543 1.623
O1 3.461 0.117 0.492
C1 2.315 -0.132 0.710
O2 1.827 -0.951 1.662
C2 1.161 0.501 -0.046
C3 1.210 1.555 -0.938
C4 -0.002 2.064 -1.398
C5 -1.212 1.556 -0.934
C6 -1.162 0.502 -0.044
N1 0.000 -0.003 0.310
C7 -2.311 -0.129 0.714
O3 -3.457 0.127 0.501
O4 -1.824 -0.952 1.663
H1 2.167 1.965 -1.229
H2 -0.003 2.891 -2.098
H3 -2.171 1.966 -1.220
C8 0.000 -2.921 0.381
H4 0.911 -3.307 -0.074
H5 -0.911 -3.306 -0.075

The frontier orbital gap comes out at 7.6 eV. For the HOMO energy, the calculation gives -0.3108 Ha.

These are the natural (NBO) partial charges, in e, on atoms 1 to 6:
1 Ti 1.45
2 O -0.54
3 C 0.77
4 O -0.75
5 C 0.10
6 C -0.19